Record 1
Computed, not measured: a molecular structure, C36H51ClN3OP2V at a distorted geometry, with ωB97M-V with the def2-TZVPD basis set.

Cartesian coordinates (Å):
C: -0.66614 1.45257 -2.49500
C: -2.01287 -0.04963 -1.32526
C: -1.63022 1.58467 -3.49326
C: -2.98899 -0.00012 -2.30865
C: -2.81082 0.85760 -3.39550
H: -1.41972 2.24685 -4.33026
H: -3.86631 -0.64305 -2.20791
H: -3.58579 0.94106 -4.15349
N: -0.88748 0.69039 -1.41006
P: 1.94711 1.22521 -1.56721
P: -1.81220 -0.09993 1.51678
C: 0.69328 2.10856 -2.60055
H: 1.02495 2.10839 -3.64964
H: 0.64170 3.16554 -2.28744
C: -2.05850 -0.98907 -0.15082
H: -3.00674 -1.53127 -0.11923
C: -1.85645 -1.54829 2.77882
C: -3.30742 1.05011 1.76845
C: 2.51800 -0.19682 -2.70133
C: 3.32431 2.52269 -1.40993
C: -0.42610 -2.05097 3.03690
H: 0.21277 -1.26680 3.46159
H: -0.47794 -2.88484 3.75782
H: 0.05371 -2.42970 2.12820
C: -2.42416 -1.07904 4.12551
H: -1.78909 -0.30925 4.58534
H: -3.45782 -0.72676 4.04341
H: -2.43532 -1.94200 4.81068
C: -2.67948 -2.74257 2.26048
H: -2.68724 -3.50712 3.05346
H: -3.72302 -2.48369 2.04662
H: -2.22378 -3.19750 1.37108
C: -3.01734 1.92956 3.00092
H: -2.11784 2.54523 2.84710
H: -3.87314 2.60880 3.15291
H: -2.89255 1.35561 3.92678
C: -3.46821 1.99702 0.56687
H: -2.55302 2.55909 0.35963
H: -3.77435 1.45882 -0.33621
H: -4.25821 2.72403 0.81202
C: -4.61060 0.23944 1.92449
H: -4.58053 -0.73978 1.42279
H: -4.89275 0.10355 2.97813
H: -5.43008 0.80680 1.45100
C: 4.62363 1.84900 -0.94191
H: 5.31085 2.62774 -0.57818
H: 4.45358 1.14632 -0.11834
H: 5.13679 1.31365 -1.75197
C: 2.86184 3.54567 -0.36064
H: 1.90486 4.01771 -0.61887
H: 2.77492 3.09627 0.63637
H: 3.62037 4.34049 -0.30616
C: 3.59811 3.27277 -2.72820
H: 4.21715 4.15091 -2.48713
H: 4.16533 2.67064 -3.44642
H: 2.68521 3.63536 -3.21668
C: 1.32396 -1.04462 -3.15496
H: 1.70681 -1.84876 -3.80345
H: 0.82072 -1.52329 -2.30418
H: 0.58544 -0.46986 -3.72894
C: 3.46759 -1.08112 -1.87801
H: 2.98535 -1.43330 -0.95451
H: 3.74156 -1.95477 -2.48580
H: 4.39577 -0.56157 -1.61507
C: 3.23199 0.31053 -3.96664
H: 2.62265 1.01951 -4.54284
H: 4.21216 0.75636 -3.75585
H: 3.41599 -0.55891 -4.61587
V: 0.53717 0.49258 0.24620
C: -0.03246 2.22076 0.56284
O: -0.36435 3.32471 0.82561
N: 0.32936 -1.40054 0.06249
C: -0.80494 -1.90727 -0.27272
C: -0.95003 -3.25411 -0.86289
C: 0.10930 -4.16088 -0.67452
C: -2.08361 -3.62696 -1.61643
C: -0.00396 -5.47042 -1.14878
H: 0.99865 -3.81631 -0.13028
C: -2.19621 -4.94153 -2.07430
H: -2.86242 -2.89056 -1.83290
C: -1.16822 -5.86180 -1.82849
H: 0.80791 -6.17803 -0.96914
H: -3.09830 -5.24095 -2.61083
H: -1.26882 -6.88750 -2.17175
Cl: 0.18876 1.25640 5.82388
C: 1.27082 1.34565 4.49502
C: 2.63152 1.58292 4.67456
C: 3.44676 1.49484 3.54424
C: 2.88936 1.15064 2.31005
N: 1.56562 0.96346 2.14272
C: 0.75427 1.14166 3.21266
H: 3.01205 1.79269 5.66670
H: 4.51883 1.65878 3.61292
H: 3.53008 1.00660 1.43685
H: -0.33337 1.06503 3.05452

## Properties
Total charge   +1
LUMO energy (alpha / beta)   -2.38 / -3.07 eV
2S+1   4
HOMO level (alpha / beta)   -9.163 / -10.603 eV

Atomic partial charges in e from the Mulliken method, atoms 1 to 4: -0.3323, -0.9594, -0.8037, -0.2760

Record 2
Computed, not measured: 5 unconnected molecules or ions with the total composition C30H44BrN6O2 at a distorted geometry, with ωB97M-V with the def2-TZVPD basis set.

Cartesian coordinates (Å):
Br: -0.65970 -2.10348 -0.38101
C: -3.61442 -4.11137 -5.02444
C: -2.16114 -4.25536 -5.43552
O: -1.69029 -5.35263 -5.92706
N: -1.29133 -3.01613 -5.25729
H: -1.86558 -2.19130 -5.35724
H: -0.87979 -2.98197 -4.33556
C: -0.02792 -2.81822 -6.19756
H: -4.21357 -4.99594 -5.24046
H: -4.16502 -3.28605 -5.47587
H: -3.65054 -4.09389 -3.93518
H: -0.16546 -2.80735 -7.27880
H: 0.78683 -3.50041 -5.95486
H: 0.26703 -1.88991 -5.70834
C: -3.07784 -6.18097 3.13495
C: -1.73837 -5.68752 3.71675
O: -1.68536 -4.90532 4.64937
N: -0.44808 -5.99658 2.89732
H: -0.51016 -6.78767 2.27247
H: -0.35273 -5.28470 2.18722
C: 0.73195 -6.46101 3.83956
H: -2.80429 -6.36891 2.09671
H: -3.66515 -5.27522 3.28587
H: -3.44932 -7.12695 3.52894
H: 1.62262 -6.15736 3.28945
H: 0.78628 -7.52091 4.08809
H: 0.69221 -5.98100 4.81736
C: -5.31494 7.35537 -2.82884
N: -5.17439 6.37191 -1.72142
C: -4.03287 5.65331 -1.60107
C: -3.94077 4.66728 -0.56292
C: -4.81562 4.68154 0.48531
C: -5.96087 5.47330 0.36302
C: -6.17067 6.29441 -0.76753
C: -4.57779 3.77307 1.67039
C: -5.04199 4.15612 2.97830
C: -4.73802 3.32165 4.13420
N: -4.00743 2.20176 3.98559
C: -3.53912 1.76809 2.79181
C: -3.79600 2.60525 1.65963
C: -3.88803 1.23307 5.15902
H: -5.69466 8.32055 -2.49367
H: -5.89233 6.82252 -3.58435
H: -4.31811 7.57276 -3.21249
H: -3.30855 5.72297 -2.39914
H: -3.12313 3.99444 -0.35040
H: -6.79692 5.34678 1.03490
H: -6.92904 7.05918 -0.84755
H: -5.52749 5.11492 3.08501
H: -5.06135 3.53627 5.14207
H: -2.97116 0.84966 2.77461
H: -3.22457 2.18318 0.84616
H: -4.22811 1.64657 6.10848
H: -2.85010 0.91017 5.23989
H: -4.43163 0.32796 4.88814
C: 3.74230 2.71432 3.59934
N: 4.44037 2.08238 2.44908
C: 5.67994 2.56632 2.06966
C: 6.37273 1.87113 1.04252
C: 5.74264 0.73258 0.39364
C: 4.42232 0.43608 0.77241
C: 3.82538 1.06219 1.85815
C: 6.42058 0.04083 -0.73337
C: 7.74496 -0.41704 -0.70948
C: 8.21319 -1.17789 -1.78721
N: 7.46902 -1.47944 -2.81993
C: 6.19285 -1.02344 -2.90520
C: 5.60912 -0.36121 -1.79800
C: 7.94003 -2.38114 -3.80413
H: 3.88851 3.79436 3.61479
H: 4.03524 2.16327 4.49301
H: 2.66695 2.53621 3.59796
H: 6.11049 3.44022 2.53586
H: 7.35657 2.21335 0.75733
H: 3.94008 -0.42493 0.33366
H: 2.85274 0.78042 2.23361
H: 8.42568 -0.14006 0.08191
H: 9.22889 -1.54351 -1.82007
H: 5.57590 -1.27299 -3.75578
H: 4.57203 -0.05981 -1.79865
H: 8.01521 -3.37679 -3.36695
H: 8.92585 -2.18537 -4.22596
H: 7.17541 -2.41616 -4.58016

## Properties
Total charge   +5
Relative energy (zero: lowest compared OMol25 entry of this formula, charge and spin)   208.3 kJ/mol
LUMO energy   -11.62 eV
HOMO level   -16.228 eV

Atomic partial charges in e from the Mulliken method, atoms 1 to 4: -0.9558, -1.0663, 0.5586, -0.4134